Molecular formula: C5H14NO2
Method: DFT, ωB97M-V/def2-TZVPD

Results
HOMO level: -2.672 eV
orbital gap: 6.354 eV
calculated total energy: -10995.3680 eV

ORCA input file:
```
! wB97M-V def2-TZVPD RIJCOSX def2/J DEFGRID3
* xyz -1 1
C 0.74557 1.84620 -0.51954
N 1.02471 0.39790 -0.46227
C 0.95927 -0.14735 -1.83882
C -1.42677 -0.03750 -0.01632
C 0.06410 -0.31454 0.43022
C 0.32468 0.43327 1.91894
O -0.54680 1.36634 2.18105
H 0.24942 2.10807 -1.47411
H 1.71583 2.36453 -0.43588
H 0.23018 2.11826 0.42659
H 0.12051 0.26712 -2.39354
H 1.74314 0.42311 -2.42588
H 1.24034 -1.19703 -1.84718
H -2.01019 -0.49521 0.77166
H -1.53095 1.04050 -0.06340
H -1.47254 -0.40266 -1.05219
H 0.17978 -1.40287 0.44520
H 0.36024 -0.44186 2.63217
H 1.43164 0.68304 1.86726
H -0.30882 -2.32935 -0.84693
H -1.63603 -2.53374 -1.34978
O -0.88164 -3.07767 -1.08693
*
```